Arrangement A

Molecular formula: C5H5NS
Method: DFT, the ωB97M-V functional and the def2-TZVPD basis

Element x y z (Å)
H 1.504 -0.822 -0.085
C -0.292 0.555 1.935
S -1.268 -0.922 1.625
H -0.749 1.182 2.721
C 0.612 -0.252 -0.131
C -2.130 -1.175 -1.945
H 1.273 1.534 0.976
N -0.616 -1.105 -0.005
H 0.480 0.080 -1.228
H -2.740 -1.147 -2.788
C 0.509 0.802 0.917
C -1.477 -1.205 -0.952

Total charge: 0
Orbital gap, eV: 8.8


Arrangement B

Molecular formula: C5H5NS
Method: DFT, the ωB97M-V functional and the def2-TZVPD basis

Element x y z (Å)
C -0.248 0.355 0.005
H -1.549 2.206 0.034
H 1.197 1.861 -0.005
C -1.487 1.126 -0.005
C -2.485 0.233 -0.002
N -0.558 -1.024 0.003
C 1.006 0.813 -0.003
H -2.370 -2.023 -0.001
H 1.788 -1.332 -0.011
C -1.863 -1.080 0.003
S 2.430 -0.168 0.000
H -3.572 0.462 -0.019

Total charge: 0
Orbital gap, eV: 8.3


Arrangement C

Molecular formula: C5H5NS
Method: DFT, the ωB97M-V functional and the def2-TZVPD basis

Element x y z (Å)
C 0.566 0.985 0.029
H -0.470 -2.145 0.360
S 2.953 -0.435 -0.082
H 2.502 1.830 -0.038
H 0.061 1.930 0.104
C -0.295 -0.122 -0.011
C -1.705 0.008 -0.183
H -3.937 0.161 0.050
N 0.149 -1.434 -0.034
C 1.947 0.898 -0.049
H 1.141 -1.616 -0.068
C -2.913 -0.061 -0.079

Total charge: 0
Orbital gap, eV: 7.6


Arrangement D

Molecular formula: C5H5NS
Method: DFT, the ωB97M-V functional and the def2-TZVPD basis

Element x y z (Å)
C -0.956 0.003 -0.199
H -0.146 2.702 0.440
C 0.528 -0.138 0.368
S 1.133 2.230 0.922
H -2.455 0.639 -1.457
C 1.450 -2.594 0.537
H 1.643 -3.545 0.924
C 1.150 -1.457 0.316
C -1.357 0.791 -1.188
N 1.357 0.779 0.849
H -1.712 -0.941 -0.004
H -0.635 1.530 -1.506

Total charge: 0
Orbital gap, eV: 8.2


The most stable of them is arrangement B.


Arrangement A

Molecular formula: C2H4N2O4
Method: DFT, the ωB97M-V functional and the def2-TZVPD basis

Element x y z (Å)
C 0.601 -0.513 0.002
H -2.393 0.732 -0.859
H -0.243 1.059 2.500
N 1.505 0.556 -0.043
H 0.272 -2.321 0.183
O 1.054 -1.710 0.281
O -1.415 -1.563 -0.316
O 1.061 1.650 -0.406
H -0.835 1.535 -0.637
C -0.857 -0.473 -0.340
N -1.414 0.702 -0.620
O 2.664 0.348 0.255

Total charge: 0
Orbital gap (alpha / beta), eV: 9.1 / 9.0


Arrangement B

Molecular formula: C2H4N2O4
Method: DFT, the ωB97M-V functional and the def2-TZVPD basis

Element x y z (Å)
H -2.867 -1.555 -0.312
N 1.447 -0.784 -0.056
C -2.292 -0.541 -0.156
O 1.323 1.559 -0.170
N -0.388 0.279 0.788
O 2.835 -0.653 -0.126
O -1.125 -0.773 0.238
O -2.837 0.567 -0.411
H 2.381 0.446 -1.050
H 0.852 -1.524 -0.771
H -0.866 1.195 0.684
C 0.879 0.438 0.168

Total charge: 0
Orbital gap, eV: 9.6


Arrangement C

Molecular formula: C2H4N2O4
Method: DFT, the ωB97M-V functional and the def2-TZVPD basis

Element x y z (Å)
O -0.064 -1.036 -0.018
H -1.604 -0.998 -1.287
O 3.168 0.296 0.275
H -1.689 0.537 1.392
C 0.711 0.121 -0.082
N 2.022 -0.449 -0.010
H 3.488 0.557 -0.611
N -1.400 -0.766 -0.281
O -3.211 0.468 0.061
O 0.349 1.283 -0.360
C -2.106 0.130 0.443
H 1.886 -1.197 0.711

Total charge: 0
Orbital gap, eV: 10.8


The most stable of them is arrangement C.


Arrangement A

Molecular formula: C4H8INS
Method: DFT, the ωB97M-V functional and the def2-TZVPD basis

Element x y z (Å)
C 0.657 -0.497 -0.387
N -1.313 -0.830 -2.232
I -2.564 -3.277 -2.624
H -2.323 1.017 -0.799
C 0.953 0.207 0.711
C -1.998 0.484 0.111
H -1.291 1.061 0.792
H 0.326 0.333 1.606
C 2.354 0.671 0.984
H 2.842 0.031 1.659
H 2.891 0.633 0.066
S -1.165 -0.942 -0.699
H 2.059 1.721 1.324
H 1.424 -0.695 -1.159
H -2.851 0.083 0.649

Total charge: 0
Orbital gap (alpha / beta), eV: 7.0 / 7.8


Arrangement B

Molecular formula: C4H8INS
Method: DFT, the ωB97M-V functional and the def2-TZVPD basis

Element x y z (Å)
H -0.604 0.198 -1.529
N -0.468 0.051 0.510
C 1.052 -1.681 0.035
H 1.892 -0.952 0.167
H -0.190 -1.534 1.749
H -0.791 2.426 0.383
H 1.349 -2.619 0.468
C -0.392 2.152 -0.625
S 0.803 -2.072 -1.754
H 0.579 2.445 -1.068
C -0.270 -1.287 0.683
H -1.112 2.440 -1.408
C -0.530 0.680 -0.577
I -0.098 1.605 2.666
H -1.220 -1.851 0.298

Total charge: 0
Orbital gap (alpha / beta), eV: 7.4 / 6.1


The most stable of them is arrangement B.


Arrangement A

Molecular formula: H24NeO12
Method: DFT, the ωB97M-V functional and the def2-TZVPD basis

Element x y z (Å)
H -19.588 0.502 -12.884
O -20.062 0.099 -12.157
H -24.477 -2.283 -9.354
H -18.580 1.116 -5.362
H -24.022 -0.507 -5.895
H -21.975 -1.112 -5.919
H -19.824 -3.198 -10.830
H -21.743 -4.117 -8.117
H -18.442 1.780 -9.136
H -23.953 0.329 -7.156
H -20.929 -2.821 -11.793
H -19.315 -0.027 -6.029
H -21.109 -2.037 -6.747
H -24.154 -1.871 -7.934
O -17.984 0.690 -10.392
O -21.231 2.629 -11.788
O -20.742 -2.930 -10.861
H -21.075 -3.145 -9.066
H -22.098 2.369 -11.477
H -20.906 2.939 -6.666
O -24.585 -2.557 -8.444
H -19.460 0.158 -11.415
O -18.467 0.212 -5.655
H -17.532 1.135 -11.108
O -21.167 -1.623 -5.886
O -18.400 -3.248 -7.364
Ne -20.952 -0.620 -9.040
O -18.644 2.401 -8.436
H -21.895 1.890 -7.125
H -19.183 -3.724 -7.639
H -17.479 -0.110 -10.249
H -18.336 -2.516 -7.977
O -21.150 -3.367 -8.138
H -19.348 1.983 -7.940
O -23.594 -0.461 -6.751
O -21.022 1.993 -6.746
H -20.867 1.833 -12.176

Total charge: 0
Orbital gap, eV: 9.7


Arrangement B

Molecular formula: H24NeO12
Method: DFT, the ωB97M-V functional and the def2-TZVPD basis

Element x y z (Å)
H 0.022 -2.480 2.933
H 2.273 -0.958 2.326
O -0.800 -3.059 0.055
O 1.165 -2.876 -1.730
H 0.435 -2.821 -1.115
H 1.947 -2.791 -1.184
Ne -0.260 0.462 -0.237
O 0.103 -1.073 -3.571
H -0.562 -0.508 -3.177
H -2.259 -0.461 0.745
H 2.963 0.576 0.265
O 1.001 3.429 -0.228
H -1.242 -3.863 -0.218
O 0.443 -1.625 3.023
H -3.454 -1.306 0.359
H 0.577 -1.440 -2.825
H 3.753 -0.652 2.254
H -1.239 3.338 -2.449
H 0.363 3.233 -0.914
H -1.191 1.825 -2.406
H 1.621 2.701 -0.262
H -2.315 -0.149 -1.676
O 3.010 1.281 -0.381
H 3.648 0.974 -1.025
H -0.413 3.628 2.549
O -2.608 -0.999 0.034
H -1.480 -2.387 0.020
H 0.247 3.037 1.322
H -0.723 -0.303 2.495
H -3.049 0.822 -2.576
O -1.476 0.255 2.298
O 3.012 -0.936 1.719
O -2.303 0.222 -2.558
H -1.115 1.140 2.258
H 0.819 -1.634 3.903
O -0.214 2.794 2.125
O -0.698 2.606 -2.152

Total charge: 0
Orbital gap, eV: 9.8


The most stable of them is arrangement B.


Arrangement A

Molecular formula: C6H9ClN2
Method: DFT, the ωB97M-V functional and the def2-TZVPD basis

Element x y z (Å)
H -0.992 -1.379 -1.163
H -0.984 -1.501 0.915
H -2.828 0.030 0.579
C 0.510 -0.052 0.339
H 1.548 -2.751 -0.016
H 0.071 2.907 -1.040
H 1.835 1.620 -0.203
H 2.583 -0.631 0.617
C -1.863 0.407 0.190
C 0.843 1.190 -0.230
H -2.357 2.250 -0.730
C -0.235 1.991 -0.518
C -0.812 -0.455 0.499
C -1.546 1.626 -0.367
N 1.570 -0.904 0.820
N 1.277 -2.219 0.859
Cl -0.172 -1.392 -2.327
H 1.468 -2.609 1.762

Total charge: 0
Orbital gap, eV: 9.0


Arrangement B

Molecular formula: C6H9ClN2
Method: DFT, the ωB97M-V functional and the def2-TZVPD basis

Element x y z (Å)
N -1.717 1.787 -0.458
C -1.182 -0.578 -0.260
H 0.281 0.897 2.259
H 2.154 -0.770 1.993
C 0.635 0.568 1.358
H -0.305 0.922 -1.518
C -0.270 -1.531 -0.341
C 1.713 -0.208 1.234
C 1.069 -1.244 -0.913
H 1.118 -1.484 -1.933
H 3.072 -0.439 -0.466
H -2.579 1.647 0.033
N -1.123 0.549 -1.111
H -0.477 -2.329 0.280
C 2.006 -0.669 -0.151
H -1.795 2.536 -1.195
Cl -2.732 -0.692 0.604
H 0.133 1.038 0.585

Total charge: 0
Orbital gap, eV: 8.8


The most stable of them is arrangement A.


Arrangement A

Molecular formula: C3H6OS2
Method: DFT, the ωB97M-V functional and the def2-TZVPD basis

Element x y z (Å)
H -2.991 -0.625 0.697
C -2.035 -0.145 0.307
S -1.249 -1.544 -0.437
C 0.381 -1.074 -0.205
C 1.714 0.971 -0.236
H 2.313 0.668 -1.116
H 2.168 0.573 0.708
O 0.502 0.245 -0.293
H 1.252 1.966 -0.209
H -1.503 0.252 1.183
H -2.323 0.681 -0.457
S 1.772 -1.968 0.059

Total charge: 0
Orbital gap, eV: 9.0


Arrangement B

Molecular formula: C3H6OS2
Method: DFT, the ωB97M-V functional and the def2-TZVPD basis

Element x y z (Å)
C -0.251 0.089 0.305
H -1.958 -0.431 1.625
C 2.279 0.321 -0.675
H 1.753 1.160 -1.155
H -3.479 0.484 0.240
S 1.300 -0.935 -0.074
O -0.091 1.276 0.379
C -1.486 -0.701 0.582
H -1.232 -1.731 0.358
S -2.764 -0.174 -0.643
H 2.761 0.821 0.195
H 3.169 -0.180 -1.137

Total charge: 0
Orbital gap, eV: 9.6


Arrangement C

Molecular formula: C3H6OS2
Method: DFT, the ωB97M-V functional and the def2-TZVPD basis

Element x y z (Å)
C -1.510 -0.548 -0.273
H 0.024 0.281 -1.479
H 2.490 1.272 -0.295
O -0.390 1.536 -0.088
C -0.193 0.109 -0.375
S 2.530 -0.025 -0.185
H 1.031 -1.552 0.194
C 0.799 -0.538 0.388
S -3.102 0.013 -0.079
H 0.481 -0.283 1.425
H -0.714 1.298 1.325
H -1.447 -1.562 -0.557

Total charge: 0
Orbital gap, eV: 8.1


The most stable of them is arrangement B.


Arrangement A

Molecular formula: C49H44AsN5S3SeV
Method: DFT, the ωB97M-V functional and the def2-TZVPD basis

Element x y z (Å)
H -8.164 -2.162 -1.811
N -0.444 2.579 2.100
H -10.037 1.545 -0.791
H 7.607 -1.931 1.531
H 0.196 -3.416 -0.625
S -3.377 2.456 0.174
H -1.683 7.691 1.431
H -10.229 -0.795 -1.594
H -1.084 -5.307 0.287
H 3.405 -4.278 2.078
H 5.895 -2.426 -0.159
C 1.017 1.270 -2.107
C -1.418 6.652 1.582
C 5.054 -4.699 -3.546
H 5.598 -6.073 -1.986
H -3.177 1.912 -3.355
S -1.865 -0.159 -0.005
C 0.635 -4.039 0.148
C 1.580 3.750 -1.732
N -0.491 2.194 3.299
C -5.083 2.481 -0.105
C -1.146 1.427 -2.825
H -1.353 4.278 4.007
C -0.091 -5.101 0.666
C -1.521 3.987 -2.565
H 3.112 1.298 -1.504
C -0.224 0.839 3.492
C 0.105 0.034 2.393
C 3.775 -3.244 -1.532
H -0.586 1.069 5.594
C -0.635 4.550 0.721
H 2.078 3.691 -0.761
C 2.431 -4.517 1.666
H 5.550 -5.264 -4.326
H -5.974 -1.200 -1.238
H 4.543 -0.853 4.321
C 6.558 -1.827 1.785
H -2.050 4.012 -3.523
C -6.869 -0.607 -1.147
H 2.841 1.104 -3.229
C -0.071 0.544 -2.649
C -0.728 2.718 -2.422
S -5.937 3.920 -0.027
H 0.207 -1.086 -4.059
H 2.831 -1.328 2.635
As 2.808 -2.196 -0.171
C 4.241 -1.960 1.133
H -7.849 2.497 -0.229
N -4.475 0.232 -0.382
C 3.748 -2.802 -2.851
C -2.509 1.047 -3.320
C 4.385 -3.526 -3.854
C 4.844 -1.227 3.350
C 5.590 -2.107 0.830
H -2.276 4.140 -1.789
C 0.443 -5.874 1.688
H -1.934 6.656 3.667
H 2.118 -6.169 2.997
H 4.462 -4.793 -0.215
C 0.609 2.626 -1.970
C 4.443 -4.431 -1.236
C -7.918 1.480 -0.574
N -5.464 1.209 -0.384
C -0.958 5.885 0.524
C -9.262 -0.376 -1.344
C -3.307 0.737 -0.106
C -9.151 0.930 -0.897
V 0.137 1.209 0.628
C 3.876 -1.499 2.397
C 2.449 0.842 -2.233
C -1.558 6.069 2.837
C -1.237 4.739 3.038
H -0.201 -1.359 6.070
C -0.765 3.976 1.971
C 3.354 1.870 0.935
H 0.481 -2.034 1.905
C -0.333 0.369 4.806
C 0.172 -1.821 3.992
H 2.544 -0.235 -2.123
H -0.868 4.864 -2.542
H -2.474 0.626 -4.333
H 2.377 3.742 -2.487
C 5.081 -5.152 -2.232
H -0.861 6.314 -0.465
C 0.275 -1.325 2.702
C 6.187 -1.395 3.048
C 1.906 -3.743 0.637
H 0.648 -1.466 -2.393
H -0.130 -6.693 2.106
H -2.990 0.296 -2.687
C -0.124 -0.969 5.061
C 1.703 -5.579 2.188
H -1.049 -1.364 -2.849
H 3.224 -1.889 -3.103
N 2.224 1.660 0.772
H 6.944 -1.160 3.787
C -0.066 -0.911 -3.009
Se 5.111 2.171 1.185
H -0.312 3.926 -0.102
H 0.322 -2.881 4.171
C -8.107 -1.137 -1.464
C -6.761 0.714 -0.700
H 1.097 4.728 -1.791
H 4.354 -3.169 -4.876

Total charge: -2
2S+1: 4
Orbital gap (alpha / beta), eV: 5.3 / 5.3


Arrangement B

Molecular formula: C49H44AsN5S3SeV
Method: DFT, the ωB97M-V functional and the def2-TZVPD basis

Element x y z (Å)
N -0.131 1.505 -4.403
S -2.422 0.244 -3.802
C 2.736 -2.055 -3.831
H -3.638 -1.527 0.560
C -2.630 1.592 3.363
S 1.106 1.552 -8.177
C 0.393 -2.795 0.400
H 1.547 -2.978 -5.371
C -0.595 -1.185 4.721
H 3.631 -0.962 -2.204
C -1.034 -2.984 6.810
C 1.880 2.522 -5.046
C 0.337 1.417 -6.692
C -0.640 -0.739 6.038
C 3.696 4.040 -5.424
C -2.317 -4.479 -3.604
H -4.175 -1.709 -2.944
H 3.710 3.053 3.040
C -0.723 2.336 0.501
H -1.634 1.755 0.543
C 0.324 -1.941 -3.940
C -4.115 -2.432 -2.125
H 0.257 -1.883 0.983
C 1.483 -0.799 -2.209
H -3.081 -5.240 -3.407
H 0.742 -5.399 -1.160
As -0.286 -0.014 3.167
H -1.546 3.965 1.605
H -1.207 -3.679 7.623
C 3.346 2.101 3.407
C -1.168 0.852 -4.806
H 2.038 -1.312 4.630
H 0.177 2.461 5.046
H 2.370 2.236 -0.845
H -1.462 -4.984 -4.057
C -0.778 -2.540 4.462
N 0.711 1.813 -5.455
C -0.703 -2.965 -0.606
H 2.462 4.477 0.182
C 1.533 -2.381 -4.465
H 4.233 4.699 -6.095
H -1.138 -4.489 5.284
C 2.018 1.755 3.200
C 0.254 -1.160 -2.785
H 2.252 3.500 -6.915
V -1.292 -0.358 -1.674
H 1.354 -4.143 -2.238
S -1.164 0.578 -6.527
H -4.663 -2.002 -1.285
C 0.468 4.380 0.977
C 2.715 -1.264 -2.700
H 0.441 -3.643 1.096
C -0.843 2.501 4.683
C 4.122 3.881 -4.115
H -0.896 -1.269 8.097
C 3.409 3.041 -3.268
H 3.679 -2.409 -4.232
H -0.759 -2.896 3.438
C -0.675 3.597 1.077
C 4.203 1.225 4.056
C 0.470 -4.740 -1.993
C 1.525 2.619 -0.295
H 1.366 2.438 2.671
C -1.663 3.557 5.058
C -4.094 0.948 -0.323
N 1.511 0.128 -1.185
C -2.657 -1.979 0.693
H -2.092 -1.318 1.353
H -2.797 -2.934 1.218
C -3.450 2.647 3.736
H -3.015 0.849 2.671
H -0.509 0.315 6.255
H 1.372 -2.721 -0.085
H 3.715 2.909 -2.238
H -3.598 4.466 4.865
C 2.578 3.368 -5.898
N 0.283 0.577 -0.862
H -4.653 -3.326 -2.453
C -0.994 -3.438 5.502
C 1.563 3.878 0.282
C 2.398 -0.349 4.287
C 0.372 1.825 -0.199
Se -5.674 1.468 0.385
C 1.529 0.533 3.650
C -1.320 1.511 3.831
C 2.293 2.363 -3.723
H -1.276 4.330 5.712
C -0.692 -3.864 -1.641
N -3.070 0.612 -0.752
C -2.965 3.633 4.584
H -2.729 -3.799 -4.354
H 4.392 -0.700 4.988
H 4.997 4.408 -3.754
H 0.259 -5.374 -2.855
C -1.949 -2.209 -0.633
H 1.731 1.717 -3.064
H -4.451 2.701 3.328
H 5.242 1.491 4.208
C 3.726 -0.003 4.493
C -1.929 -3.736 -2.360
H 0.502 5.364 1.428
C -2.705 -2.779 -1.745
H -0.598 -2.221 -4.444
C -0.858 -1.630 7.076

Total charge: -2
2S+1: 4
Orbital gap (alpha / beta), eV: 5.3 / 6.0


The most stable of them is arrangement B.